1.
The following is a quantum chemistry calculation of 2 unconnected molecules or ions with the total composition C2H3Cl2NSSi at a distorted geometry, from OMol25.

Positions of all 10 atoms, in Å:
C: -1.46167 2.73978 1.01293
S: -2.84936 1.93767 0.63638
C: -0.29120 -0.18294 0.06804
H: -0.10490 -0.64086 0.98623
Si: -2.13372 0.12084 -0.19243
Cl: -2.78648 -2.62508 1.63097
H: 0.15832 -0.69362 -0.69058
N: -0.56782 3.40097 1.26291
Cl: -2.98281 -0.65671 -1.75556
H: 0.18693 0.72732 0.10758

- Energy relative to the best compared isomer or geometry (same formula, charge and spin): 86.14 kcal/mol
- HOMO-LUMO gap (alpha / beta): 6.80 / 6.80 eV
- HOMO (alpha / beta): -9.006 / -9.006 eV
- LUMO level (alpha / beta): -2.21 / -2.20 eV


2.
The following is a quantum chemistry calculation of a single C2H3Cl2O2P molecule at a distorted geometry, from OMol25.

Positions of all 10 atoms, in Å:
H: 1.38881 -0.74076 1.66344
H: 1.65173 1.75319 -0.70540
C: -1.41585 -0.69487 -0.29935
Cl: -0.48203 2.13652 0.26899
O: -0.44376 -0.92718 0.59172
P: 1.04686 -0.27873 0.37183
H: 1.73321 -1.15619 -0.44229
C: 0.76614 1.15559 -0.52667
O: -1.30154 -0.52517 -1.45804
Cl: -2.94356 -0.72240 0.53578

- Energy relative to the best compared isomer or geometry (same formula, charge and spin): 77.96 kcal/mol
- HOMO-LUMO gap: 8.72 eV
- Structure (SMILES): O=C(Cl)O[PH2]=CCl
- HOMO: -8.436 eV
- LUMO level: 0.29 eV


3.
The following is a quantum chemistry calculation of a single C2H3Cl2P molecule at a distorted geometry, from OMol25.

Positions of all 8 atoms, in Å:
C: 0.33838 -0.15967 0.23971
H: -1.47418 0.99069 0.03099
Cl: 2.46672 -1.14284 1.91768
H: 1.29084 0.22351 -0.12288
C: -0.85401 0.33603 -0.57893
Cl: -0.78628 1.41155 -2.24258
P: 0.47605 -1.15328 1.67468
H: -1.45753 -0.50600 -0.91866

- Energy relative to the best compared isomer or geometry (same formula, charge and spin): 32.30 kcal/mol
- HOMO-LUMO gap: 8.98 eV
- Structure (SMILES): ClC/C=P/Cl
- HOMO: -9.451 eV
- LUMO level: -0.47 eV


4.
The following is a quantum chemistry calculation of a single C2H3Cl2PS molecule at a distorted geometry, from OMol25.

Positions of all 9 atoms, in Å:
S: 0.21931 -0.29577 2.74159
Cl: 1.99900 0.96780 0.31619
H: -1.67583 -0.58487 -0.14276
C: -0.68389 -0.27260 -0.34499
H: -0.46954 -1.36801 -2.05949
P: 0.18070 0.62528 1.02590
Cl: -0.81528 2.45756 1.36735
C: 0.06895 -0.79736 -1.39692
H: 1.17657 -0.73203 -1.50688

- Energy relative to the best compared isomer or geometry (same formula, charge and spin): 5.65 kcal/mol
- HOMO-LUMO gap: 8.88 eV
- Structure (SMILES): C=CP(=S)(Cl)Cl
- HOMO: -9.152 eV
- LUMO level: -0.27 eV


5.
The following is a quantum chemistry calculation of a single C2H3Cl2PS3 molecule at a distorted geometry, from OMol25.

Positions of all 11 atoms, in Å:
Cl: 3.38408 0.88224 -0.72876
H: 0.18311 -0.94235 -0.26727
C: 2.10275 0.11136 0.25870
H: -2.77069 1.47665 1.16756
S: 0.36001 1.35692 -1.38789
P: -0.14328 2.09336 0.56537
S: -1.64966 0.51849 1.11415
H: 1.51490 -0.91108 -1.62466
Cl: 2.79090 -1.36314 1.01292
S: 1.50080 1.23925 1.58463
C: 1.01124 -0.30330 -0.71745

- Energy relative to the best compared isomer or geometry (same formula, charge and spin): 0.00 kcal/mol
- HOMO-LUMO gap: 9.36 eV
- Structure (SMILES): SP1SCC(Cl)(Cl)S1
- HOMO: -9.223 eV
- LUMO level: 0.13 eV


6.
The following is a quantum chemistry calculation of a gas-phase ion, C2H3Cl3NO (charge -1) at a distorted geometry, from OMol25.

Positions of all 10 atoms, in Å:
H: -0.12764 1.01246 0.27190
C: -1.75788 -0.28628 0.12700
Cl: -2.04402 -0.28652 1.80720
C: -0.28488 0.14933 -0.27661
H: 0.09773 -1.36138 1.15699
N: 0.56131 -0.96390 0.28825
H: -0.07736 0.02745 -1.39455
Cl: -3.14249 1.11014 -0.70635
O: 1.05061 -1.86776 -0.51926
Cl: -2.10421 -1.77155 -0.74638

- Energy relative to the best compared isomer or geometry (same formula, charge and spin): 27.27 kcal/mol
- HOMO-LUMO gap (alpha / beta): 5.03 / 7.67 eV
- Total charge: -1
- Structure (SMILES): [O-]NCC(Cl)(Cl)Cl
- HOMO (alpha / beta): -1.556 / -4.281 eV
- LUMO level (alpha / beta): 3.47 / 3.39 eV


7.
The following is a quantum chemistry calculation of a molecular structure, C2H3Cl3NO4PS2 at a distorted geometry, from OMol25.

Positions of all 16 atoms, in Å:
H: -0.42981 0.40449 2.39046
S: 2.36389 1.35656 1.69603
O: 3.90795 -1.50758 1.40957
N: 4.59180 0.64875 0.61535
C: -4.00627 -1.39916 -2.64787
O: 3.81198 1.75831 0.96057
H: 0.31686 -0.84926 0.61047
Cl: -5.58341 -1.05331 -1.92895
C: 4.03340 -0.46723 0.92030
H: -4.15151 -2.09017 -3.47231
O: 1.10457 1.52726 0.59878
Cl: -3.27649 0.07853 -3.28539
S: -1.68741 0.92382 -0.09684
O: 2.10592 2.38707 2.69954
P: -0.16345 0.44598 0.99488
Cl: -2.93802 -2.16403 -1.46460

- HOMO-LUMO gap: 8.56 eV
- HOMO: -9.444 eV
- LUMO level: -0.88 eV


8.
The following is a quantum chemistry calculation of a single C2H3Cl3Si molecule at a distorted geometry, from OMol25.

Positions of all 9 atoms, in Å:
C: -1.54143 0.62114 -0.52299
H: -2.60405 0.46405 -0.67912
Si: 1.40097 -0.28731 0.30056
Cl: 2.01200 -1.32353 -1.25518
Cl: 1.80051 -0.99910 2.08958
H: -1.24691 -1.16106 0.82862
H: -0.78601 1.19958 -1.09586
Cl: 1.80092 1.76215 0.18752
C: -0.83599 -0.27592 0.14687

- Energy relative to the best compared isomer or geometry (same formula, charge and spin): 29.37 kcal/mol
- HOMO-LUMO gap: 10.27 eV
- Structure (SMILES): C=C[Si](Cl)(Cl)Cl
- HOMO: -9.868 eV
- LUMO level: 0.41 eV


9.
The following is a quantum chemistry calculation of 2 unconnected molecules or ions with the total composition C2H3ClF2O at a distorted geometry, from OMol25.

Positions of all 9 atoms, in Å:
C: -0.24149 0.13704 0.27794
C: -2.02399 -3.17950 0.07449
F: -3.21373 -2.86032 0.56546
H: -1.23197 -0.12022 0.08963
Cl: -1.09341 -3.91821 1.30632
F: 0.69987 -0.34342 -0.62074
O: 0.05463 -0.24952 1.54003
H: 0.54413 0.32902 2.13154
H: -0.07612 1.17858 0.10852

- Energy relative to the best compared isomer or geometry (same formula, charge and spin): 72.28 kcal/mol
- HOMO-LUMO gap: 9.73 eV
- HOMO: -10.264 eV
- LUMO level: -0.53 eV


10.
The following is a quantum chemistry calculation of 2 unconnected molecules or ions with the total composition C2H3ClF2O at a distorted geometry, from OMol25.

Positions of all 9 atoms, in Å:
H: -0.24444 -0.24124 -1.70015
O: -0.99915 0.28496 0.27545
F: 1.27266 -1.42644 1.43398
H: -1.39678 0.94758 -1.49999
C: -0.50018 0.52428 -0.97888
C: 0.81689 -0.45794 2.19763
Cl: 0.90623 1.69612 -1.14081
H: -0.18444 -0.08674 0.91189
F: 1.60673 0.54554 1.98293

- Energy relative to the best compared isomer or geometry (same formula, charge and spin): 78.63 kcal/mol
- HOMO-LUMO gap: 9.50 eV
- HOMO: -10.656 eV
- LUMO level: -1.15 eV


11.
The following is a quantum chemistry calculation of 2 unconnected molecules or ions with the total composition C2H3ClF2S at a distorted geometry, from OMol25.

Positions of all 9 atoms, in Å:
S: -2.21573 -0.25740 -1.66845
H: 2.33073 1.02774 1.14308
Cl: -1.82582 1.04099 -0.13783
H: -3.65542 -0.46576 -1.37624
C: 1.10606 -0.27953 0.00827
F: 1.63798 -0.20410 -1.21488
F: 0.12318 -1.18102 0.04673
C: 1.53227 0.29467 1.08173
H: 0.96675 0.02443 2.11759

- Energy relative to the best compared isomer or geometry (same formula, charge and spin): 39.70 kcal/mol
- HOMO-LUMO gap: 9.30 eV
- Structure (SMILES): C=C(F)F.SCl
- HOMO: -9.418 eV
- LUMO level: -0.12 eV


12.
The following is a quantum chemistry calculation of a single C2H3ClF2S molecule at a distorted geometry, from OMol25.

Positions of all 9 atoms, in Å:
C: -1.52471 -0.76548 -0.10974
C: -0.39904 0.11229 -0.33280
Cl: -3.21501 0.64734 0.05691
H: -0.28297 0.93677 0.53084
F: -1.86558 -1.57194 -1.07325
S: 1.11291 -0.86888 -0.19369
H: -0.46505 0.52568 -1.30626
H: 1.40510 -0.48386 1.11586
F: -1.54976 -1.35989 1.13701

- Energy relative to the best compared isomer or geometry (same formula, charge and spin): 23.76 kcal/mol
- HOMO-LUMO gap: 9.84 eV
- Structure (SMILES): FC(F)(Cl)CS
- HOMO: -10.229 eV
- LUMO level: -0.39 eV


Number 1: DFT total energy -1740.817608 a.u.. Number 2: DFT total energy -1490.156315 a.u.. Number 3: DFT total energy -1339.702484 a.u.. Number 4: DFT total energy -1737.958377 a.u.. Number 5: DFT total energy -2534.324102 a.u.. Number 6: DFT total energy -1588.498081 a.u.. Number 7: DFT total energy -2951.897413 a.u.. Number 8: DFT total energy -1748.159342 a.u.. Number 9: DFT total energy -813.050112 a.u.. Number 10: DFT total energy -813.039996 a.u.. Number 11: DFT total energy -1136.050559 a.u.. Number 12: DFT total energy -1136.075965 a.u..